(1)
66
Properties=species:S:1:pos:R:3:forces:R:3 method="wB97M-V/def2-TZVPD" s_squared=2.011 gap_ev="5.301 / 5.035" homo_energy_ev="-3.02 / -4.62" largest_force_ha_per_bohr=0.0810 total_charge=-1 multiplicity=3 de_lowest_kcal_mol=14.88
Pt -1.0473 -0.6191 0.0922 -0.657 -0.978 0.333
As 1.0941 0.3610 0.3260 2.966 0.689 -0.048
Cl -4.1780 3.0004 -0.5428 0.446 0.420 -0.203
Cl -5.9746 -0.1229 0.7039 0.332 0.044 1.167
Cl -2.2278 -2.3942 -2.7300 1.883 -0.697 0.383
Cl -6.8147 -0.4768 -4.4809 -0.220 -0.225 -0.299
Si 2.4789 -1.6458 0.9365 -0.601 0.563 0.323
Si 2.0192 1.2581 -1.9700 -0.843 -0.158 1.615
Si 1.5674 1.7700 2.3064 -0.519 -0.415 -0.988
O -1.5226 0.6858 -1.2733 -1.140 3.952 -0.665
O -3.1714 -1.2229 -0.0008 0.072 0.323 0.319
O -1.0478 2.5934 -0.0375 -1.059 -0.699 -0.971
N -1.1460 -1.9404 1.5060 0.321 -2.179 2.356
C 4.2693 -1.2732 0.5569 1.033 0.568 0.681
C -4.5214 -1.4312 -3.3375 -0.675 -0.116 -1.268
C -2.8090 2.6361 -1.6882 -0.688 0.593 0.483
C 1.7464 -3.0059 -0.0915 -0.612 0.433 0.392
C 0.2876 1.2596 3.5976 -0.585 -0.875 -1.235
C 1.2322 3.6117 1.8697 0.045 -0.848 -0.532
C 3.2965 1.3355 2.8807 0.363 1.102 -0.148
C 1.4914 3.0569 -2.0531 -0.840 0.360 -0.900
C -1.7126 1.9840 -0.8710 1.226 -2.001 -0.716
C -3.6148 -1.5706 -2.2948 -2.719 1.320 -0.354
C -5.7861 -0.8770 -3.1500 0.784 -0.211 1.263
C 3.8785 1.2667 -2.0945 2.334 -0.769 -0.893
C 2.2749 -2.3062 2.7437 0.933 0.480 -1.217
C -6.2039 -0.5726 -1.8443 -0.437 0.326 -0.540
C -5.3225 -0.6182 -0.7763 0.758 -0.603 -2.682
C 1.3270 0.3178 -3.4485 -1.673 -0.374 -0.010
C -1.2945 -2.8226 2.2504 -0.867 0.300 -0.719
C -3.9440 -1.0749 -1.0001 -1.003 -0.635 0.827
B -1.7805 -4.0708 3.0970 -0.409 -1.029 0.426
H 1.9301 -2.9705 -1.1637 -0.644 0.438 -0.120
H 4.6089 -1.8479 -0.3034 0.057 -0.148 -0.045
H 0.5062 1.6894 4.5711 -0.317 0.192 0.067
H -2.7585 -3.8114 3.8153 0.709 0.376 -0.200
H 4.5177 1.6232 -1.2404 -0.962 -0.042 -0.642
H 0.1568 3.6996 1.6067 0.757 -0.061 -0.048
H 0.0188 0.1827 3.6958 0.833 0.479 0.021
H 2.1801 -3.9339 0.1953 0.406 -0.989 0.581
H 4.0692 1.9128 2.3529 -0.178 -0.174 -0.073
H -7.2595 -0.2917 -1.6840 0.758 0.047 -0.045
H 3.5758 0.2960 2.8437 -0.128 -0.377 -0.097
H 2.5061 -1.5726 3.5210 0.240 -0.380 -0.010
H 4.2735 0.2083 -2.2717 -0.623 1.164 0.179
H -0.8712 -4.6159 3.6987 0.084 0.448 0.158
H 1.2671 3.6304 -1.1654 -0.016 -0.334 0.557
H -3.3437 2.0408 -2.4103 0.618 -0.613 -0.224
H 1.2454 -2.5378 2.8111 -1.229 -0.322 0.299
H -2.2078 -4.9666 2.3699 0.239 0.551 -0.354
H 1.8770 3.9981 1.0577 -0.439 -0.354 0.191
H 2.0544 -0.3350 -3.9544 -0.261 0.329 0.099
H 0.3858 -0.2769 -3.2361 1.199 0.292 0.282
H 2.8199 -3.2767 2.8157 -0.094 0.840 0.157
H 2.3915 3.5123 -2.4694 -0.119 0.330 -0.400
H 4.2300 1.8442 -3.0302 -0.652 -0.682 1.289
H 0.6018 3.2494 -2.7271 1.081 -0.353 0.488
H -4.2679 -1.8485 -4.3411 -0.111 0.605 0.898
H -2.4028 3.5297 -2.1777 -0.377 0.079 0.416
H 3.3621 1.6589 3.9117 0.089 0.038 0.516
H -0.6388 1.6089 3.1083 0.080 0.499 0.670
H 4.4758 -0.1979 0.3158 -0.202 -0.926 0.426
H 0.8643 1.0531 -4.1421 0.821 -0.162 0.076
H 4.8793 -1.5868 1.4585 -0.437 0.428 -1.017
H 0.6847 -3.0077 0.2780 0.769 -0.259 -1.070
H 1.4244 4.2482 2.7085 0.103 0.376 0.797

(2)
69
Properties=species:S:1:pos:R:3:forces:R:3 method="wB97M-V/def2-TZVPD" gap_ev=9.764 homo_energy_ev=-9.68 largest_force_ha_per_bohr=0.0339 total_charge=0 smiles="C[C@H]1COC(=O)O1.C[C@H]1COC(=O)O1.BrCCBr.BrCCBr.BrCCBr.BrCCBr.BrCCBr.O" multiplicity=1
Br -3.7388 1.4436 3.5626 -0.089 0.116 0.083
Br -4.8709 -1.4780 5.0560 0.048 -0.002 0.156
Br -0.6075 -3.1795 -0.2769 -0.135 -0.176 0.102
Br 0.6471 3.2760 -8.4903 0.011 0.039 0.054
Br -0.8622 -0.3933 6.1764 0.085 0.086 -0.056
Br 1.1901 0.2136 -4.2827 0.131 -0.159 0.081
Br -2.3337 1.4582 -5.5030 -0.079 -0.061 -0.116
Br 3.0627 -2.5794 -1.1256 -0.097 0.054 -0.081
Br -1.1053 -3.6757 4.8990 -0.087 -0.106 0.039
Br -0.0767 -5.7154 2.0181 -0.188 -0.143 -0.133
O -0.1426 0.7906 -0.5475 -0.227 -0.325 -0.243
O 3.1632 2.0735 3.5034 0.170 0.049 -0.044
O 3.0985 3.1944 -3.3841 -0.081 0.093 -0.188
O 1.1413 0.3876 1.2554 0.148 0.177 -0.108
O -1.0806 0.6454 1.4522 0.243 -0.325 0.129
O 3.7758 1.5849 -1.9613 -0.290 0.097 0.189
O 3.4115 3.6390 -1.1994 -0.011 -0.070 0.020
C 0.0771 0.5854 0.7447 -0.269 0.066 0.409
C -0.0748 2.4300 -6.8866 0.965 -0.210 -0.075
C -1.9771 0.0271 -1.9161 -0.540 -0.465 -0.668
C 3.3982 2.8399 -2.2939 0.037 -0.254 0.370
C -1.8522 -5.1540 1.3759 0.962 -0.040 0.296
C 2.0742 -1.3524 -3.4758 -0.353 0.244 -0.906
C 3.9896 1.4769 -0.5188 -0.233 0.265 -0.949
C -1.5999 0.9370 -0.8059 1.511 0.259 0.832
C -2.1627 0.5090 0.5560 -0.802 0.378 -0.992
C -0.4329 -0.9759 4.3486 -0.604 0.012 0.660
C -5.2543 1.3126 4.8159 0.602 0.243 -0.686
C -4.9269 0.3025 5.8613 0.038 -0.665 0.280
C -1.5566 2.5347 -6.9276 -0.606 0.731 0.200
C 1.9514 -1.2184 -2.0020 0.179 -0.364 0.579
C 4.0236 2.9471 -0.1101 0.059 -0.068 0.227
C 0.1895 -2.3381 4.3686 0.216 0.122 0.036
C 5.2239 0.6743 -0.3500 1.442 -0.182 0.822
C -1.7516 -4.7678 -0.0645 0.276 0.474 -0.551
H -2.0854 -4.3109 2.0165 -0.385 -0.091 0.057
H 0.2209 -0.2095 3.9503 0.008 -0.039 -0.218
H 2.5593 2.8016 3.3354 -0.096 0.011 0.033
H -1.6754 -0.9898 -1.6533 -0.099 0.073 0.005
H 1.5179 -2.1889 -3.8864 0.068 -0.164 0.205
H -1.4110 -1.0150 3.8793 0.137 0.279 -0.344
H -3.0648 0.0266 -2.0471 0.034 0.021 0.111
H -2.5317 -0.5169 0.4803 0.284 -0.120 0.344
H 5.5524 0.6249 0.6955 -0.396 -0.073 0.049
H 3.1267 0.9779 -0.0715 -0.066 0.008 -0.127
H 3.1385 1.5444 2.7005 -0.183 -0.150 0.005
H 0.5452 -2.5935 3.3719 0.000 -0.132 0.011
H 6.0896 1.1211 -0.8472 -0.270 0.122 -0.288
H 0.3788 2.9367 -6.0385 -0.179 0.157 0.006
H -5.6759 0.2204 6.6448 -0.143 0.213 -0.093
H -2.0057 2.2840 -7.8826 0.091 -0.500 0.065
H 5.0311 3.3404 0.0320 0.060 -0.093 -0.026
H -2.4772 -6.0243 1.5386 -0.268 0.120 -0.028
H 0.3203 1.4174 -6.8766 -0.274 -0.075 -0.201
H 3.0843 -1.3794 -3.8674 0.108 0.175 0.194
H 0.9957 -2.3883 5.0936 0.101 -0.095 -0.102
H -1.6714 2.0101 -0.9721 -0.551 -0.053 -0.297
H 0.9357 -1.3948 -1.6689 -0.019 0.039 0.003
H -3.9552 0.4573 6.3200 0.062 0.058 -0.076
H 2.2995 -0.2719 -1.6192 0.034 0.129 -0.122
H 5.1205 -0.3472 -0.7050 -0.205 -0.016 -0.061
H -1.2793 -5.5261 -0.6793 -0.019 -0.100 0.056
H -5.3473 2.3286 5.1850 -0.211 -0.077 0.231
H -1.8719 3.5552 -6.7146 0.063 -0.040 0.053
H -6.0874 1.0205 4.1891 -0.207 0.088 0.144
H -2.6846 -4.4593 -0.5280 -0.205 -0.158 0.259
H -2.9969 1.1407 0.8504 0.117 0.058 0.213
H 3.4453 3.1050 0.7961 -0.031 0.210 -0.010
H -1.5505 0.2475 -2.8932 0.205 0.329 0.181

(3)
69
Properties=species:S:1:pos:R:3:forces:R:3 method="wB97M-V/def2-TZVPD" gap_ev=10.232 homo_energy_ev=-10.22 largest_force_ha_per_bohr=0.1265 total_charge=0 smiles="C[C@H]1COC(=O)O1.C[C@H]1COC(=O)O1.C[C@H]1COC(=O)O1.BrCCBr.BrCCBr.BrCCBr.O.O" multiplicity=1
Br -3.0528 -7.8098 1.2323 0.066 0.655 0.651
Br 1.2473 6.8702 1.8610 0.308 -0.482 -1.565
Br -3.1524 10.8172 -3.7006 -0.802 -0.442 -0.457
Br 1.6517 5.0905 -2.6654 -0.234 0.088 1.982
Br -0.1012 -6.9236 4.5685 0.501 -0.097 0.212
Br -5.9588 9.0432 -1.4521 1.033 -0.130 -0.111
O -3.3016 0.1999 3.4557 -3.520 -0.781 1.830
O -1.8968 0.0983 1.7176 -3.002 1.523 1.246
O -2.7269 2.0348 2.5563 1.810 1.555 -1.883
O -7.8544 1.6267 -0.2297 0.215 0.058 -0.069
O 7.3516 0.6233 0.8700 1.862 2.549 0.689
O -6.8459 -4.0224 8.1839 0.043 -0.137 -0.169
O 3.6672 -6.6382 -5.9660 0.828 -1.348 -0.765
O 2.0791 -5.1526 -6.3184 -0.489 -0.338 1.217
O 9.2710 0.0085 0.0347 1.153 -1.539 -0.673
O 3.3791 -5.8472 -8.0303 -1.266 -0.440 1.593
O 9.2885 1.9936 1.0522 -2.123 -2.495 -0.476
C -0.7283 -7.3447 2.7642 0.550 0.446 0.636
C 5.6660 -0.4748 -0.2998 0.719 -1.521 -0.149
C -4.0858 3.7208 3.3740 0.200 1.361 0.598
C -2.2147 -7.0880 2.8958 -0.036 -0.637 -0.540
C 7.0936 -0.6380 0.3049 -1.436 0.650 -0.026
C -2.7041 0.6990 2.4471 6.063 -0.572 -2.293
C 2.9938 -5.9214 -6.8799 2.432 0.930 -2.465
C 0.6818 -5.8100 -4.3838 1.364 0.357 -0.130
C 8.7036 0.9756 0.6983 -0.418 2.273 1.108
C 2.1297 -5.3941 -4.8749 -2.578 -0.835 0.481
C -3.3471 2.5012 3.7376 -0.893 -1.096 -0.605
C 8.2871 -0.8676 -0.5650 1.336 -0.025 -0.804
C -4.1483 9.0701 -3.6896 2.711 0.263 0.313
C -4.1318 8.6293 -2.2488 -2.409 -0.471 0.664
C 3.1028 -6.5677 -4.7033 0.193 1.407 0.844
C -4.1536 1.2880 3.9547 -0.741 -1.295 2.600
C 1.2866 5.1056 -0.6135 0.939 0.628 0.092
C 2.0191 6.2807 0.0790 0.388 0.371 -0.680
H -4.2331 1.0966 5.0249 -0.454 -0.226 -0.094
H -2.4121 -6.0416 3.1287 -0.054 0.129 -0.932
H 2.7039 -7.5171 -4.3460 -0.461 0.020 -0.469
H 8.3410 -0.5597 -1.6092 -0.982 -0.059 -0.133
H 3.8572 -6.2844 -3.9693 0.279 -0.053 -0.092
H -0.3417 -8.3260 2.4889 -0.752 -0.193 0.353
H 1.7281 4.1952 -0.2080 -0.606 -0.217 -0.433
H -3.3978 8.3982 -4.1060 -0.064 0.153 -0.624
H 0.6970 -6.6641 -3.7067 0.390 0.083 0.195
H -4.5597 3.6633 2.3942 -0.054 -0.022 0.220
H 2.1181 7.0834 -0.6517 -0.818 0.608 0.536
H -4.0741 7.5436 -2.1712 -0.119 0.054 -0.092
H -6.7498 -4.1311 9.1301 0.040 -0.080 0.240
H -0.1620 -6.6637 2.1288 -0.611 0.268 -0.066
H 8.6208 -1.9042 -0.5186 0.214 0.146 0.126
H -2.7584 2.6840 4.6365 1.057 -0.088 -0.507
H -5.0199 9.0627 -4.3440 -0.117 0.284 0.755
H 5.2057 -1.4482 -0.4689 -0.004 -0.199 0.172
H -8.3219 2.2180 0.3602 -0.118 0.194 0.115
H 7.2207 -1.3386 1.1301 -0.793 -0.378 0.009
H 0.1552 -6.1899 -5.2593 -0.378 0.576 0.057
H 0.2062 5.2008 -0.5049 0.261 -0.275 -0.149
H 5.0044 0.0735 0.3708 0.327 0.120 -0.085
H -3.3779 9.0495 -1.5831 -0.226 0.281 -0.445
H 0.2410 -4.9786 -3.8338 -0.514 -0.113 -0.517
H -8.3284 0.7978 -0.1639 -0.095 -0.245 -0.032
H -7.1510 -3.1216 8.0756 -0.083 0.216 -0.070
H 3.0734 6.1213 0.3050 -0.252 -0.732 0.225
H -5.1469 1.3896 3.5175 0.130 -0.691 -0.466
H -3.3160 4.4919 3.4034 -0.233 0.414 -0.537
H -4.7652 4.0053 4.1775 -0.343 -0.082 -0.138
H 2.4386 -4.4487 -4.4291 0.192 -0.248 0.054
H 5.7077 -0.0466 -1.3013 0.140 0.484 0.242
H -2.6979 -7.5869 3.7359 0.337 -0.564 -0.314